Here is C35H31CrIN5O5S3Se as an isolated structure from the OMol25 dataset. Energies are from ωB97M-V/def2-TZVPD.

- Energy: -188861.745 eV
- Spin multiplicity: 4
- HOMO level (spin up / spin down): -0.2799 / -0.2826 Eh
- Orbital gap (spin up / spin down): 6.496 / 6.490 eV
- Charge: 0

Element x y z (Å)
Cr  -0.2402  0.5620  -1.3581
N  -3.0204  -2.7930  -1.4048
C  -2.3027  -1.6279  -1.4232
S  -0.5986  -1.7651  -1.1162
N  -2.9834  -0.5386  -1.6195
N  -2.2193  0.6168  -1.5582
C  -2.8709  1.7196  -1.6461
C  -2.3283  3.0565  -1.5739
C  -3.2600  4.1046  -1.5863
C  -2.8741  5.4237  -1.5002
C  -1.5146  5.7150  -1.3979
C  -0.5732  4.7086  -1.3946
C  -0.9475  3.3591  -1.4953
O  -0.0013  2.4453  -1.5121
H  -2.5093  -3.6486  -1.5300
H  -3.9447  -2.7465  -1.8014
H  -3.9480  1.6258  -1.7624
H  -4.3116  3.8550  -1.6677
H  -3.6100  6.2152  -1.5177
H  -1.1885  6.7452  -1.3225
H  0.4839  4.9330  -1.3293
O  1.4223  -0.8328  2.2535
S  0.3890  -1.9060  2.4099
C  1.2736  -3.4601  2.4891
C  1.5270  -4.0447  1.2536
C  2.2617  -5.2192  1.1939
C  2.7259  -5.8063  2.3627
C  2.4640  -5.2187  3.5933
C  1.7368  -4.0398  3.6622
C  -0.1878  -1.7875  4.0981
C  -1.2829  -2.5371  4.5045
C  -1.7576  -2.3903  5.7974
C  -1.1485  -1.4890  6.6640
C  -0.0680  -0.7316  6.2384
C  0.4171  -0.8745  4.9443
H  1.1532  -3.5820  0.3472
H  2.4649  -5.6755  0.2343
H  3.2938  -6.7263  2.3153
H  2.8273  -5.6789  4.5027
H  1.5376  -3.5780  4.6203
H  -1.7565  -3.2279  3.8163
H  -2.6071  -2.9729  6.1295
H  -1.5253  -1.3745  7.6722
H  0.3966  -0.0223  6.9112
H  1.2481  -0.2874  4.5745
Se  0.7889  2.1956  1.3328
N  -0.4236  1.0223  0.7465
C  -1.2694  0.7912  1.7388
C  -2.3879  -0.1003  1.6966
C  -3.1458  -0.2302  2.8108
C  -2.8685  0.4921  4.0201
C  -1.8233  1.3437  4.1041
C  -0.9809  1.5109  2.9582
N  0.0759  2.3012  2.9328
H  -2.6037  -0.6505  0.7951
H  -3.9911  -0.9066  2.7986
H  -3.5147  0.3396  4.8745
H  -1.5911  1.8959  5.0039
I  3.7784  0.7502  -9.1763
C  2.4877  0.8638  -7.5392
C  2.7450  0.0970  -6.4127
C  1.8845  0.1716  -5.3268
C  0.7781  1.0125  -5.3701
C  0.5324  1.7736  -6.5065
C  1.3836  1.7033  -7.5972
C  -0.1591  1.1343  -4.1961
O  -1.1066  1.8957  -4.2251
O  0.1624  0.3539  -3.2023
H  3.6062  -0.5564  -6.3811
H  2.0648  -0.4259  -4.4417
H  -0.3340  2.4216  -6.5169
H  1.1918  2.2943  -8.4821
C  3.0640  1.7577  -2.1429
S  2.4375  0.3050  -1.3153
C  3.5651  0.2074  0.0657
O  2.7337  -0.8744  -2.1532
H  4.0332  1.4903  -2.5636
H  3.1485  2.5828  -1.4366
H  2.3534  2.0133  -2.9256
H  3.5897  1.1362  0.6322
H  4.5374  -0.0149  -0.3736
H  3.2147  -0.6002  0.7034

Forces on atoms 1 to 6 (eV/Å):
0.0 0.1 -0.1
0.0 0.0 0.1
-0.1 0.0 -0.1
0.1 0.0 0.1
0.1 0.0 0.0
0.1 0.1 0.1